3 unconnected molecules or ions with the total composition C3H16N7 in a non-equilibrium geometry. Source: the OMol25 dataset; level of theory: the ωB97M-V functional and the def2-TZVPD basis.

**Energy above the lowest of the compared OMol25 structures with the same formula, charge and spin**: 0.0 kcal/mol
**Total charge**: +1
**2S+1**: 3
**Calculated total energy**: -13790.289 eV
**Kohn-Sham gap (alpha / beta)**: 6.71 / 6.06 eV
**Expectation value of S²**: 2.008
**HOMO (alpha / beta)**: -8.904 / -12.616 eV

```
26
Properties=species:S:1:pos:R:3:lowdin_charge:R:1
C 0.33486 -1.56329 -1.05725 -0.34
C 3.56364 0.97977 0.54941 -0.34
C -2.97763 0.55479 0.16548 -0.50
N 0.24793 -0.35504 -0.58171 0.21
N 1.52627 -2.15224 -1.23361 0.18
N 2.59966 0.86434 -0.26298 0.05
N 3.52052 0.36125 1.72738 0.09
N -2.38401 0.39925 1.45697 0.06
N -2.57757 -0.69501 -0.52396 0.03
N -2.19788 1.68360 -0.41443 0.06
H -0.60424 -2.21672 -1.21633 0.13
H 4.63253 1.45716 0.32191 0.18
H -4.05997 0.72022 0.18585 0.14
H -0.65730 0.10520 -0.49743 0.06
H 1.21493 0.19908 -0.39071 0.07
H 2.39359 -1.81129 -0.86700 0.10
H 1.63615 -3.04820 -1.69828 0.14
H -2.73329 2.04309 -1.18182 0.07
H 2.83431 0.95294 -1.19584 0.05
H 4.05121 0.73066 2.53433 0.12
H 2.60289 -0.01624 2.01602 0.12
H -2.72381 -0.50472 1.77765 0.09
H -2.51300 1.13463 2.03496 0.03
H -2.60793 -0.71330 -1.50820 0.07
H -3.03674 -1.54975 -0.34506 0.07
H -2.08510 2.43980 0.20467 0.06
```


9 unconnected molecules or ions with the total composition C5H30NO9 in a non-equilibrium geometry. Source: the OMol25 dataset; level of theory: the ωB97M-V functional and the def2-TZVPD basis.

**Energy above the lowest of the compared OMol25 structures with the same formula, charge and spin**: 2.6 kcal/mol
**Total charge**: +1
**Calculated total energy**: -25585.537 eV
**Kohn-Sham gap**: 10.60 eV
**HOMO**: -12.885 eV

```
45
Properties=species:S:1:pos:R:3:lowdin_charge:R:1
C -0.18885 -0.27372 -0.05787 -0.19
O -0.75752 -1.14487 -1.03490 -0.07
C -0.07415 -0.97859 1.28862 -0.27
C 0.78339 -0.18976 2.29311 -0.38
C 2.14479 0.19707 1.73693 -0.06
C 0.92386 -0.93506 3.61028 -0.06
N 0.48127 -2.34970 1.02531 0.22
H 0.78125 -0.01109 -0.48117 0.12
H -0.79267 0.62933 0.01478 0.11
H -1.72034 -1.24090 -0.90379 0.04
H -1.08648 -1.12957 1.69497 0.14
H 0.20750 0.73442 2.46131 0.14
H 2.12221 1.03514 1.02636 0.08
H 2.69198 -0.60918 1.23890 0.09
H 2.77463 0.51276 2.58118 0.09
H -0.02287 -1.40646 3.92015 0.09
H 1.65896 -1.73997 3.55124 0.08
H 1.24208 -0.28600 4.42984 0.09
H 0.83364 -2.76043 1.88721 0.15
H -0.26471 -2.94671 0.62126 0.11
H 1.25434 -2.33040 0.33506 0.18
H -1.11428 3.69830 -2.28778 0.06
H 0.37367 3.24106 -2.11354 0.03
O -0.43982 3.52344 -1.62714 -0.06
H -3.12853 -0.63872 0.56784 0.03
H -4.14824 -1.32811 -0.44520 0.10
O -3.24041 -1.34738 -0.11694 -0.06
H -1.64884 3.76637 1.23178 0.07
H -1.02181 3.15094 0.00909 0.03
O -1.37346 2.90112 0.90851 -0.07
H 3.58290 -1.27503 -3.88626 0.03
H 2.26881 -0.42636 -3.92074 -0.03
O 2.89952 -0.89867 -3.31158 -0.12
H 1.23238 1.33218 -4.17969 0.01
H 0.27540 0.10661 -4.16331 0.07
O 1.06364 0.46623 -4.60594 -0.06
H 2.55422 2.52699 -2.79354 0.09
H 2.00180 3.48476 -3.85852 0.10
O 1.74052 2.78630 -3.24106 -0.03
H -2.22985 1.46226 1.35306 0.03
H -3.27645 0.82738 2.32925 0.08
O -2.67693 0.61119 1.61391 -0.06
H -2.48569 -2.81585 0.43344 0.01
H -2.27976 -4.34870 0.19920 0.08
O -1.92113 -3.58260 0.66639 -0.06
```


A molecular structure, C6H9NS in a non-equilibrium geometry. Source: the OMol25 dataset; level of theory: the ωB97M-V functional and the def2-TZVPD basis.

**Energy above the lowest of the compared OMol25 structures with the same formula, charge and spin**: 79.3 kcal/mol
**Total charge**: 0
**Calculated total energy**: -18689.770 eV
**Kohn-Sham gap**: 8.89 eV
**HOMO**: -8.019 eV

```
17
Properties=species:S:1:pos:R:3:lowdin_charge:R:1
C -1.25253 -1.35279 -0.03088 -0.06
C -1.05217 -0.02048 -1.03735 -0.22
C -1.00511 -0.14899 0.99679 -0.30
C 0.54508 0.22671 1.05242 -0.51
C 0.71787 1.43913 0.10948 -0.28
C 0.53187 0.48584 -1.00407 -0.47
H -0.61496 -2.27793 -0.22345 0.09
H -2.28879 -1.56022 -0.02655 0.07
H -1.54154 0.06645 -2.10332 0.15
H -1.62836 1.64125 0.05647 0.07
H -1.37592 -0.16674 2.03356 0.13
H 0.85509 0.33763 2.18100 0.14
H 1.76121 1.85441 0.07044 0.12
H -0.09710 2.22408 0.22689 0.12
H 0.83723 0.69720 -2.05300 0.11
N -1.76528 0.65915 0.05064 -0.04
S 1.59625 -0.70041 -0.06467 0.89
```